[1]
{"formula": "CH11NO4", "method": "ωB97M-V/def2-TZVPD", "e_homo_ev": -10.0, "homo_lumo_gap_ev": 10.5, "relative_energy_kj_mol": 105.7, "multiplicity": 1, "fmax_ev_per_a": 3.5, "smiles": "NCO.O.O.O", "symbols": ["N", "C", "O", "H", "H", "H", "H", "H", "O", "H", "H", "O", "H", "H", "O", "H", "H"], "positions_angstrom": [[0.7271, 1.5521, 1.2217], [0.0571, 2.2409, 0.1635], [-0.7872, 1.4584, -0.7138], [0.8042, 2.0122, 2.1977], [1.6482, 1.1063, 1.0092], [-0.6265, 3.0267, 0.6073], [0.7117, 2.6969, -0.6355], [-0.2054, 0.7661, -1.1158], [-1.1014, -1.3751, -2.4491], [-1.5242, -2.0512, -2.9828], [-0.3049, -1.8493, -2.0170], [-0.5216, -0.9203, 1.4865], [-0.0415, -0.1134, 1.5525], [-1.4819, -0.9288, 1.7253], [0.7394, -2.7449, -0.2546], [0.2400, -2.2086, 0.3966], [1.6668, -2.6681, -0.1918]], "atomic_forces_ev_per_a": [[1.545, -0.375, 2.315], [-0.699, 1.535, -1.883], [0.890, -1.016, 0.931], [-0.402, -0.767, -2.616], [-1.156, 0.902, -0.011], [0.887, -0.908, -0.538], [0.106, 0.154, 1.500], [-0.988, 0.678, 0.314], [1.999, -0.849, 1.013], [-0.003, -0.094, -0.037], [-1.866, 0.853, -0.772], [-1.714, -3.028, 0.101], [-0.202, 1.965, 0.181], [1.670, 0.771, -0.345], [-2.069, -0.352, -0.758], [0.677, 0.113, 0.027], [1.324, 0.420, 0.578]], "lowdin_charge": [-0.031, -0.346, -0.096, 0.135, 0.106, 0.134, 0.122, 0.081, -0.099, 0.021, 0.048, -0.073, -0.044, 0.089, -0.061, 0.005, 0.008]}

***

[2]
{"formula": "C20H47AlBBeCl2FO15P", "method": "ωB97M-V/def2-TZVPD", "e_homo_ev": -10.7, "total_charge": 1, "homo_lumo_gap_ev": 2.1, "multiplicity": 1, "fmax_ev_per_a": 3.5, "symbols": ["C", "C", "C", "C", "C", "C", "C", "C", "O", "P", "O", "O", "B", "O", "C", "C", "O", "C", "Cl", "C", "C", "H", "H", "H", "H", "H", "H", "H", "H", "H", "H", "H", "H", "H", "H", "H", "H", "H", "H", "H", "H", "H", "H", "H", "H", "H", "H", "H", "H", "H", "Be", "O", "H", "H", "Cl", "O", "H", "H", "O", "H", "H", "C", "C", "O", "H", "H", "H", "H", "H", "H", "C", "C", "C", "O", "C", "O", "O", "H", "H", "H", "H", "H", "H", "F", "Al", "C", "O", "O", "O"], "positions_angstrom": [[3.1303, -2.6386, 0.6687], [1.8905, -1.9055, 0.0165], [2.4412, -0.8134, -0.9312], [1.2889, 0.1003, -1.5033], [0.7309, -0.5056, -2.8351], [-0.7485, -0.0450, -3.1448], [-1.7278, -0.2949, -1.9669], [-1.5705, -1.7290, -1.3773], [-2.5420, -1.8556, -0.3111], [-2.2355, -3.1651, 0.6227], [-1.2382, -2.7313, 1.6646], [-3.6337, -3.5589, 1.3696], [-4.2834, -2.3097, 1.7484], [-3.7171, -1.4666, 2.7428], [-5.6499, -1.8195, 1.0852], [-5.6726, -1.8982, -0.4882], [-1.5353, -4.4090, -0.1766], [-2.3938, -5.0583, -1.1016], [-2.4393, -6.8155, -0.5873], [-1.8784, -5.0407, -2.5781], [-0.3774, -4.6367, -2.8042], [3.9187, -2.6346, -0.1004], [3.4574, -2.1024, 1.5737], [2.8415, -3.6699, 0.9219], [1.3111, -1.4241, 0.8785], [1.3035, -2.6688, -0.5185], [2.9144, -1.3261, -1.7861], [3.1632, -0.1665, -0.4098], [0.5207, 0.1768, -0.7091], [1.6884, 1.1164, -1.6617], [0.7807, -1.6092, -2.7923], [1.3431, -0.0886, -3.6725], [-0.6832, 1.0547, -3.2749], [-1.1152, -0.4590, -4.0992], [-2.7813, -0.2247, -2.2982], [-1.5507, 0.4261, -1.1483], [-0.5394, -1.9391, -1.0531], [-1.8521, -2.4628, -2.1561], [-3.1434, -0.8903, 2.2310], [-6.5334, -2.3454, 1.4992], [-5.7968, -0.7429, 1.3606], [-5.5929, -0.8700, -0.8857], [-6.6866, -2.2333, -0.7800], [-4.9181, -2.5697, -0.9255], [-3.4439, -4.7294, -1.0721], [-1.9881, -6.0836, -2.9760], [-2.4800, -4.3969, -3.2478], [-0.3223, -3.6174, -3.2447], [0.0446, -5.3368, -3.5842], [0.3598, -4.7700, -1.8394], [0.3504, -0.9760, 2.2479], [1.2679, 2.7391, 2.8096], [1.4772, 2.7395, 3.7503], [0.4078, 2.3116, 2.7592], [0.9370, -5.9808, -0.8079], [3.5808, -0.2487, -4.5677], [3.6367, -0.1750, -5.5250], [4.4618, -0.5314, -4.3051], [3.8176, -0.8241, 3.8727], [4.0466, -0.0208, 4.3540], [2.8852, -0.9533, 4.0649], [-4.1171, 3.4535, 0.3892], [-5.4081, 2.7126, 0.6808], [-5.1856, 1.3006, 0.6999], [-3.7049, 3.1389, -0.5716], [-4.2809, 4.5316, 0.3652], [-3.3635, 3.2314, 1.1506], [-6.1490, 2.9195, -0.0902], [-5.8203, 3.0182, 1.6468], [-4.5382, 1.1186, 1.3853], [2.6505, 4.8281, 1.3349], [3.9647, 5.4220, 0.8915], [4.8365, 4.4786, 0.1067], [6.1498, 4.9556, 0.4106], [6.0838, 5.5593, 1.6240], [7.0226, 5.8954, 2.2565], [4.7919, 5.7267, 2.0164], [2.0445, 5.5869, 1.8424], [2.0839, 4.4408, 0.4870], [2.8132, 3.9925, 2.0856], [3.7874, 6.3526, 0.3365], [4.6454, 4.5297, -0.9658], [4.7553, 3.4436, 0.4361], [3.8376, 2.8127, 2.3538], [-0.9647, -7.0126, -4.3204], [3.8967, 6.1731, 5.1178], [5.0918, 6.2016, 5.3783], [3.2100, 7.1625, 4.7749], [3.1724, 5.1515, 5.1625]], "atomic_forces_ev_per_a": [[-1.267, 0.172, 0.018], [3.227, -0.968, -1.059], [-1.713, 1.005, 0.241], [0.704, -0.749, -0.246], [-0.856, 1.171, -0.101], [0.746, 0.497, 0.784], [0.054, -1.030, 0.055], [-0.224, 1.099, -1.639], [0.167, -2.486, 0.835], [0.864, 0.473, 2.092], [1.094, 0.962, -0.052], [1.887, 1.597, -2.009], [-1.656, 0.896, 0.988], [-0.076, -1.362, -1.329], [0.475, 0.233, -0.309], [-1.123, 0.234, 0.463], [-2.402, 2.183, 0.295], [0.027, -2.093, -0.890], [-0.296, 0.795, -0.104], [1.388, 0.800, -0.130], [-0.500, 0.872, -0.161], [-0.186, -0.119, 0.510], [0.191, -0.190, -0.437], [0.303, 0.313, -0.052], [-0.685, 0.424, 0.487], [-0.431, 0.489, 0.557], [0.029, 0.095, 0.453], [-0.044, -0.488, -0.107], [0.111, 0.077, -0.338], [-0.310, -0.401, -0.054], [0.205, 0.417, -0.212], [-0.223, -0.889, 0.717], [-0.231, -0.531, -0.123], [0.152, -0.018, 0.453], [0.495, 0.253, 0.220], [-0.208, -0.221, -0.415], [-0.534, 0.083, 0.175], [0.266, 0.351, 0.316], [0.334, 0.472, 0.284], [0.552, 0.005, -0.098], [0.114, -1.061, -0.080], [0.369, -0.587, 0.066], [0.650, -0.045, -0.114], [-0.322, 0.289, 0.111], [0.447, 0.103, 0.253], [-0.833, 0.615, 0.844], [-0.163, -0.378, 0.574], [-0.040, -0.643, -0.004], [0.346, 0.632, 0.451], [-1.470, 0.129, -1.789], [-0.628, -1.649, -1.424], [-0.756, -0.873, 0.071], [0.313, 0.181, 0.040], [-0.311, 0.292, 0.069], [1.047, -1.082, 1.156], [0.014, -0.094, 0.007], [-0.029, 0.058, -0.058], [0.072, 0.038, 0.053], [-0.277, -0.112, -0.166], [0.151, 0.160, -0.167], [0.064, -0.061, 0.310], [0.005, -0.028, -0.084], [0.338, 0.097, 0.218], [-0.136, -0.062, -0.299], [-0.082, 0.051, -0.027], [0.063, -0.022, 0.029], [-0.052, 0.108, 0.076], [-0.016, -0.186, 0.022], [-0.064, 0.107, -0.081], [-0.012, 0.073, 0.148], [-0.339, -0.035, 1.353], [-1.072, -0.289, 0.006], [0.092, 0.002, -0.513], [-0.095, -0.009, 0.068], [-0.443, -0.067, 0.098], [0.529, 0.182, 0.286], [0.549, 0.101, -0.218], [-0.046, 0.148, -0.313], [0.003, 0.028, -0.120], [-0.174, 1.542, -1.520], [0.238, -0.039, -0.003], [0.226, 0.123, -0.005], [-0.158, -0.057, 0.271], [1.034, -1.607, 0.548], [0.538, -0.436, -0.117], [0.272, -0.081, -0.147], [-0.249, 0.019, 0.010], [0.007, -0.100, 0.036], [-0.019, 0.104, -0.005]], "lowdin_charge": [-0.056, -0.230, -0.176, -0.173, -0.187, -0.173, -0.153, -0.203, -0.184, 0.566, -0.284, 0.032, -0.522, 0.120, -0.108, -0.091, -0.234, -0.666, 0.647, -0.324, -0.269, 0.093, 0.066, 0.072, -0.004, 0.099, 0.126, 0.130, 0.079, 0.123, 0.091, 0.102, 0.119, 0.113, 0.125, 0.109, 0.088, 0.111, 0.072, 0.117, 0.089, 0.070, 0.079, 0.045, 0.108, -0.126, 0.122, 0.066, -0.069, -0.158, 1.005, -0.056, 0.053, 0.005, -0.032, -0.054, 0.044, 0.043, -0.047, 0.053, -0.008, -0.087, -0.293, -0.101, 0.072, 0.081, 0.068, 0.118, 0.115, 0.066, -0.071, -0.335, -0.112, 0.071, -0.557, 0.174, 0.073, 0.081, 0.079, 0.019, 0.154, 0.134, 0.113, -0.338, 1.098, -0.897, 0.281, 0.310, 0.289]}